one:
Below is a molecular structure, C4H12N2O, with properties calculated with wB97M-V/def2-TZVPD.

```
19
Properties=species:S:1:pos:R:3
C -0.40255 -0.66369 -1.21033
N -1.06569 -1.95784 -1.45426
C 0.35702 -0.30253 0.16757
C 0.36920 -1.53776 1.02472
N -0.19958 0.91757 0.74742
C -0.05699 2.20053 0.08641
O 1.18992 2.85046 0.41398
H 0.17988 -1.79179 -1.26832
H 0.22081 -0.20099 -1.99358
H -1.23440 0.04792 -1.30383
H -1.63632 -2.01345 -0.62258
H 1.40674 -0.07934 -0.13801
H 0.67731 -2.27175 0.29174
H -0.55860 -1.84705 1.55357
H 1.19680 -1.69163 1.78042
H -1.03476 0.85746 1.27016
H -0.23038 2.24887 -1.01143
H -0.87095 2.86987 0.46056
H 1.69253 2.36513 1.20579
```

⟨S²⟩: 0.751
HOMO-LUMO gap (spin up / spin down), eV: 2.88 / 8.12
HOMO energy (spin up / spin down), Eh: 0.0344 / -0.1624
Spin multiplicity: 2
Lowest unoccupied orbital energy (spin up / spin down), eV: 3.82 / 3.70
Charge: -1

***

two:
Below is 2 unconnected molecules or ions with the total composition C4H12N2O, with properties calculated with wB97M-V/def2-TZVPD.

```
19
Properties=species:S:1:pos:R:3
C -1.89237 0.60414 0.56505
C -1.61443 -0.89889 0.53103
C -0.12199 -1.32552 0.55134
N 0.75690 -0.28912 0.04133
C 1.71492 0.28539 0.79500
N 2.59301 1.13981 0.40136
H -1.26839 1.14791 -0.14231
H -1.97714 1.00606 1.57435
H -2.88770 0.77200 0.13581
H -2.19081 -1.40185 1.30994
H -1.99511 -1.28205 -0.42073
H 0.02571 -2.20861 -0.07613
H 0.13948 -1.58986 1.57673
H 0.68894 -0.19492 -0.96710
H 1.50623 0.14995 1.86467
H 2.76842 1.76529 1.18489
H 1.55574 0.94207 -3.66060
H 0.88402 1.02277 -2.34669
O 1.31456 0.35543 -2.91795
```

⟨S²⟩: 0.750
HOMO-LUMO gap (spin up / spin down), eV: 2.63 / 8.79
HOMO energy (spin up / spin down), Eh: 0.0413 / -0.1913
Spin multiplicity: 2
Lowest unoccupied orbital energy (spin up / spin down), eV: 3.75 / 3.59
Charge: -1

***

Which of them is most stable, and which least? Most stable: two; least stable: one.

***

one:
Below is a gas-phase ion, C4H8N3S (charge +1), with properties calculated with wB97M-V/def2-TZVPD.

```
16
Properties=species:S:1:pos:R:3
S 0.71005 1.70479 1.45045
N 1.19918 1.13170 -0.08667
C 0.37860 0.25805 -0.87116
C -1.13501 0.30659 -0.48790
C -1.23449 -0.16415 0.86702
N -0.77192 -1.34172 1.16515
C 0.09946 -1.87433 0.33502
N 0.68480 -1.25222 -0.65653
H 0.95541 3.08504 1.09372
H 2.14454 1.11288 -0.26807
H 0.61845 0.38690 -1.88088
H -1.81422 -0.38158 -1.15049
H -1.38908 1.30144 -0.55387
H -1.97603 0.31125 1.55016
H 0.11748 -2.89952 0.62211
H 1.41276 -1.68512 -1.12807
```

SMILES: SN[C@@H]1CC=NC=[NH+]1
HOMO-LUMO gap, eV: 7.91
HOMO energy, Eh: -0.4924
Spin multiplicity: 1
Lowest unoccupied orbital energy, eV: -5.49
Charge: +1

***

two:
Below is 2 unconnected molecules or ions with the total composition C4H8N3S, with properties calculated with wB97M-V/def2-TZVPD.

```
16
Properties=species:S:1:pos:R:3
C -2.48481 -0.04480 -0.06981
C -2.13444 1.25622 0.06716
C -0.32389 0.00983 0.09561
C 1.71743 -0.37402 0.58119
N -1.37666 -0.79051 -0.15969
N -0.77207 1.24179 0.20061
N 2.24210 -1.38365 -0.13073
S 2.29547 1.21672 -0.04713
H -3.32817 -0.46725 -0.40167
H -2.81021 2.06158 0.30082
H 1.27266 -0.49354 1.57622
H -0.14354 1.99469 0.43412
H 2.68754 -2.11852 0.22754
H -1.57355 -1.78693 -0.34082
H 2.64473 -1.18864 -1.02751
H 2.08740 0.86701 -1.30591
```

HOMO-LUMO gap, eV: 9.97
HOMO energy, Eh: -0.4900
Spin multiplicity: 1
Lowest unoccupied orbital energy, eV: -3.36
Charge: +1

***

Which of them is most stable, and which least? Most stable: two; least stable: one.

***

one:
Below is a molecular structure, C3H5N2O, with properties calculated with wB97M-V/def2-TZVPD.

```
11
Properties=species:S:1:pos:R:3
C -1.59125 0.29564 -1.34689
C 0.44893 -0.81800 -0.56709
C -1.03803 -0.55418 -0.50592
N 0.97143 0.76194 1.44357
N 0.69310 0.86670 0.28610
O -2.25355 0.90858 -2.03475
H 0.97620 -1.37322 0.14814
H 1.03841 -0.52097 -1.43151
H -1.64220 -0.99316 0.17836
H 1.01235 1.57302 2.10116
H 1.38460 -0.14635 1.72883
```

HOMO-LUMO gap (spin up / spin down), eV: 8.93 / 8.93
HOMO energy (spin up / spin down), Eh: -0.5171 / -0.5171
Spin multiplicity: 1
Lowest unoccupied orbital energy (spin up / spin down), eV: -5.14 / -5.14
Charge: +1

***

two:
Below is 2 unconnected molecules or ions with the total composition C3H5N2O, with properties calculated with wB97M-V/def2-TZVPD.

```
11
Properties=species:S:1:pos:R:3
C 0.95983 -2.06462 0.35970
C -2.00204 1.34136 -0.13522
C 0.13394 0.24655 0.12351
N 0.53734 -0.92331 0.45453
N -0.95722 0.66434 -0.33952
O 1.57954 1.60328 -0.48594
H 0.96817 -2.78864 1.18309
H 1.38399 -2.47150 -0.59611
H -2.14570 1.86029 0.91681
H -2.82769 1.51638 -0.93102
H 2.36983 1.01587 -0.54981
```

HOMO-LUMO gap (spin up / spin down), eV: 8.25 / 8.24
HOMO energy (spin up / spin down), Eh: -0.5547 / -0.5605
Spin multiplicity: 1
Lowest unoccupied orbital energy (spin up / spin down), eV: -6.85 / -7.02
Charge: +1

***

Which of them is most stable, and which least? Most stable: one; least stable: two.

***

one:
Below is C2H4INS in the gas phase, with properties calculated with wB97M-V/def2-TZVPD.

```
9
Properties=species:S:1:pos:R:3
C 0.31939 1.07245 -0.53811
C 1.12634 0.17806 0.29377
N -1.60771 -1.56312 0.09449
S 1.37934 -1.38504 -0.22309
I -2.04149 0.31306 -0.06291
H 0.25481 2.13234 -0.12815
H 0.13023 0.73729 -1.61277
H 1.59730 0.41002 1.25409
H -1.15821 -1.89506 0.92268
```

HOMO-LUMO gap (spin up / spin down), eV: 6.92 / 7.00
HOMO energy (spin up / spin down), Eh: -0.3070 / -0.3141
Spin multiplicity: 1
Lowest unoccupied orbital energy (spin up / spin down), eV: -1.44 / -1.55
Charge: 0

***

two:
Below is 2 unconnected molecules or ions with the total composition C2H4INS, with properties calculated with wB97M-V/def2-TZVPD.

```
9
Properties=species:S:1:pos:R:3
C 0.74325 -0.08808 0.71990
C -0.22900 -1.07444 1.15394
N 1.44089 0.70108 0.31454
S -1.73121 0.72703 -1.51021
I -0.08315 2.12712 -2.20564
H -0.09734 -1.93626 0.51959
H -1.22663 -0.56508 0.91772
H -0.27510 -1.50076 2.10455
H 1.45829 1.60939 -2.01438
```

HOMO-LUMO gap, eV: 7.85
HOMO energy, Eh: -0.3049
Spin multiplicity: 1
Lowest unoccupied orbital energy, eV: -0.45
Charge: 0

***

Which of them is most stable, and which least? Most stable: two; least stable: one.

***

one:
Below is a molecular structure, C2H6N2, with properties calculated with wB97M-V/def2-TZVPD.

```
10
Properties=species:S:1:pos:R:3
C 1.19007 -0.40726 0.01595
C -1.22197 0.55483 0.00734
H 2.16591 -0.01727 -0.81894
H 1.47068 -0.68372 1.23784
H 0.58120 -1.50100 -0.49202
H 0.66957 1.63272 -0.06483
H -1.67703 1.56167 0.09308
H -1.43784 -1.36209 0.05268
N 0.21306 0.71273 0.00345
N -1.95366 -0.49062 -0.03455
```

HOMO-LUMO gap, eV: 9.79
HOMO energy, Eh: -0.3321
Spin multiplicity: 1
Lowest unoccupied orbital energy, eV: 0.76
Charge: 0

***

two:
Below is C2H6N2 in the gas phase, with properties calculated with wB97M-V/def2-TZVPD.

```
10
Properties=species:S:1:pos:R:3
H -0.09187 1.11445 -1.41144
N -0.49780 0.18790 -1.59047
C -0.32444 -0.66403 -0.62284
N 0.23791 -0.49393 0.60275
C 0.47304 0.80001 1.22948
H -0.62207 -1.68180 -0.78954
H -0.13096 -1.33521 1.28459
H 1.16828 0.49069 2.12578
H 1.07560 1.35486 0.52094
H -0.47126 1.38327 1.54392
```

SMILES: [H]/N=C\NC
HOMO-LUMO gap, eV: 9.83
HOMO energy, Eh: -0.3312
Spin multiplicity: 1
Lowest unoccupied orbital energy, eV: 0.82
Charge: 0

***

Which of them is most stable, and which least? Most stable: two; least stable: one.

***

one:
Below is CN2O3S in the gas phase, with properties calculated with wB97M-V/def2-TZVPD.

```
7
Properties=species:S:1:pos:R:3
C -0.54414 -1.25895 0.17924
N -1.39474 -1.97548 -0.15567
N -0.06423 1.26106 -0.06036
O -0.94315 1.46420 0.75960
O 0.25713 1.81763 -1.08053
O 1.84149 -0.91991 -0.27590
S 0.84765 -0.38855 0.63362
```

HOMO-LUMO gap, eV: 9.57
HOMO energy, Eh: -0.4050
Spin multiplicity: 1
Lowest unoccupied orbital energy, eV: -1.45
Charge: 0

***

two:
Below is CN2O3S in the gas phase, with properties calculated with wB97M-V/def2-TZVPD.

```
7
Properties=species:S:1:pos:R:3
C 1.83857 -0.03028 0.08482
N 2.40709 0.60725 -0.66333
N -1.32685 0.03224 -0.26327
O -0.45210 0.31266 0.98470
O -1.73973 1.04033 -0.70065
O -1.42090 -1.10610 -0.60039
S 0.69392 -0.85611 1.15812
```

HOMO-LUMO gap, eV: 10.10
HOMO energy, Eh: -0.3945
Spin multiplicity: 1
Lowest unoccupied orbital energy, eV: -0.63
Charge: 0

***

Which of them is most stable, and which least? Most stable: one; least stable: two.

***

one:
Below is a molecular structure, C2H2OS, with properties calculated with wB97M-V/def2-TZVPD.

```
6
Properties=species:S:1:pos:R:3
C -0.42893 0.10023 -0.59677
C -0.92737 -0.35858 0.44528
O 1.99295 0.61026 0.22174
S 1.34067 -0.64092 -0.11932
H -0.62437 0.70516 -1.35543
H -1.35296 -0.41614 1.40449
```

HOMO-LUMO gap (spin up / spin down), eV: 7.97 / 7.97
HOMO energy (spin up / spin down), Eh: -0.3028 / -0.3029
Spin multiplicity: 1
Lowest unoccupied orbital energy (spin up / spin down), eV: -0.27 / -0.27
Charge: 0

***

two:
Below is C2H2OS in the gas phase, with properties calculated with wB97M-V/def2-TZVPD.

```
6
Properties=species:S:1:pos:R:3
O 1.80900 -0.07447 -0.27476
C 0.70634 -0.40504 -0.00310
C -0.47585 0.49770 0.03378
S -1.91636 -0.12994 -0.19169
H 0.40261 -1.53640 0.28883
H -0.52573 1.64816 0.14695
```

SMILES: O=CC=S
HOMO-LUMO gap, eV: 8.07
HOMO energy, Eh: -0.3496
Spin multiplicity: 1
Lowest unoccupied orbital energy, eV: -1.45
Charge: 0

***

three:
Below is 2 unconnected molecules or ions with the total composition C2H2OS, with properties calculated with wB97M-V/def2-TZVPD.

```
6
Properties=species:S:1:pos:R:3
C -3.61772 0.18063 0.04559
C 0.10990 -1.46942 0.66352
O -4.62489 0.66756 -0.16719
S 1.11956 -2.34634 -0.24644
H 0.06201 -1.67825 1.63975
H -0.64812 -0.86835 0.28077
```

HOMO-LUMO gap, eV: 8.48
HOMO energy, Eh: -0.3277
Spin multiplicity: 1
Lowest unoccupied orbital energy, eV: -0.44
Charge: 0

***

Which of them is most stable, and which least? Most stable: three; least stable: one.

***

one:
Below is 3 unconnected molecules or ions with the total composition C2H11NO2, with properties calculated with wB97M-V/def2-TZVPD.

```
16
Properties=species:S:1:pos:R:3
C 2.81254 0.42178 -0.55119
C 1.90599 -0.42184 0.34263
N 0.91756 0.43816 1.04240
H 3.38126 -0.18921 -1.26124
H 2.16502 1.02727 -1.19421
H 3.44965 1.13761 -0.03338
H 1.29620 -1.05626 -0.29580
H 2.47497 -1.02398 1.04816
H 1.24660 1.00186 1.82682
H 0.64570 1.16529 0.39180
H -1.67544 -2.01975 -0.13985
H -1.70943 -0.57883 -0.61359
O -1.35866 -1.46392 -0.86005
H -3.01240 1.21613 0.81412
H -3.44301 1.48359 -0.60563
O -3.55718 0.83068 0.10453
```

⟨S²⟩: 0.750
HOMO-LUMO gap (spin up / spin down), eV: 2.87 / 9.48
HOMO energy (spin up / spin down), Eh: 0.0373 / -0.2121
Spin multiplicity: 2
Lowest unoccupied orbital energy (spin up / spin down), eV: 3.88 / 3.71
Charge: -1

***

two:
Below is 3 unconnected molecules or ions with the total composition C2H11NO2, with properties calculated with wB97M-V/def2-TZVPD.

```
16
Properties=species:S:1:pos:R:3
C -0.64573 -3.13294 0.15044
N 0.64098 -2.79777 0.74056
C 0.47883 -1.75666 1.76452
H -1.05754 -3.95413 0.75455
H -1.29645 -2.25923 0.06003
H -0.50391 -3.52205 -0.86374
H 1.27287 -2.39610 0.05174
H -0.24876 -0.98920 1.49493
H 1.46164 -1.31287 1.90727
H 0.07787 -2.20029 2.66112
H -2.65034 1.54194 -2.57971
H -2.78252 2.01967 -1.07020
O -3.22355 1.98085 -1.93968
H 2.32462 4.98207 0.31772
H 2.35246 4.53256 -1.12067
O 2.94993 4.76215 -0.39669
```

⟨S²⟩: 0.750
HOMO-LUMO gap (spin up / spin down), eV: 2.65 / 9.93
HOMO energy (spin up / spin down), Eh: 0.0327 / -0.2279
Spin multiplicity: 2
Lowest unoccupied orbital energy (spin up / spin down), eV: 3.54 / 3.73
Charge: -1

***

Which of them is most stable, and which least? Most stable: one; least stable: two.